The following is a DFT calculation (ωB97M-V with the def2-TZVPD basis set) of the molecule CH2O2.

The geometry in ORCA input format:
```
! wB97M-V def2-TZVPD RIJCOSX def2/J DEFGRID3
* xyz 0 1
C -0.251 -0.070 -0.060
O 0.427 0.970 0.359
O 1.156 -0.162 0.021
H -0.578 -0.775 0.760
H -0.753 0.037 -1.081
*
```

Calculated values
- Kohn-Sham gap: 11.386 eV
- HOMO: -10.320 eV
- E_tot: -5159.96742 eV
- Energy relative to the best compared isomer or geometry (same formula, charge and spin): 102.55 kcal per mole
- E_LUMO: 1.065 eV
- SMILES string: C1OO1

***

The following is a DFT calculation (ωB97M-V with the def2-TZVPD basis set) of a cluster of 2 separate species, C2H7ClSi in total.

The geometry in ORCA input format:
```
! wB97M-V def2-TZVPD RIJCOSX def2/J DEFGRID3
* xyz 0 1
C -0.398 1.099 0.640
C 0.376 -1.849 -0.604
Si -0.876 -0.482 -0.188
Cl 1.815 3.498 0.317
H -1.250 1.518 1.101
H 0.066 0.975 1.616
H 0.436 1.834 0.177
H -0.116 -2.771 -0.837
H 0.861 -1.579 -1.494
H 1.174 -1.987 0.247
H -2.086 -0.256 -0.976
*
```

Calculated values
- Kohn-Sham gap (alpha / beta): 4.912 / 4.872 eV
- HOMO (alpha / beta): -7.806 / -7.781 eV
- E_tot: -22584.28774 eV
- Energy relative to the best compared isomer or geometry (same formula, charge and spin): 97.06 kcal per mole
- E_LUMO (alpha / beta): -2.894 / -2.909 eV

***

The following is a DFT calculation (ωB97M-V with the def2-TZVPD basis set) of a cluster of 7 separate species, C19H44BrClF2N13O8 in total.

The geometry in ORCA input format:
```
! wB97M-V def2-TZVPD RIJCOSX def2/J DEFGRID3
* xyz 1 1
C -3.312 1.304 -3.550
C -1.883 0.609 -3.803
C -1.564 -0.604 -2.751
Br -0.106 -1.676 -3.561
C -1.277 -0.041 -1.274
C 0.267 0.196 -0.908
F 1.021 -0.989 -0.598
C 0.267 1.220 0.370
C -0.860 0.761 1.477
C -2.034 1.898 1.528
C -0.111 0.851 2.912
C -0.667 -0.177 4.010
O 0.015 -1.226 4.248
Cl -2.229 0.003 4.937
C -1.504 -0.680 1.165
N -2.041 -0.846 -0.229
C -3.529 -0.561 -0.246
C -4.407 -1.787 -0.837
O -5.325 -1.508 -1.657
F -4.182 -3.159 -0.528
H -3.383 1.745 -2.495
H -4.166 0.574 -3.813
H -3.392 2.189 -4.285
H -1.026 1.368 -3.841
H -1.939 0.096 -4.843
H -2.517 -1.269 -2.778
H -1.769 1.011 -1.238
H 0.715 0.822 -1.775
H 1.318 1.292 0.813
H -0.067 2.284 0.048
H -2.350 2.204 0.468
H -2.970 1.530 2.107
H -1.689 2.862 2.057
H -0.254 1.910 3.325
H 1.030 0.658 2.842
H -2.268 -1.010 1.974
H -0.633 -1.445 1.266
H -1.939 -1.848 -0.513
H -3.969 -0.334 0.791
H -3.807 0.354 -0.903
C -0.570 5.223 3.390
O -0.016 4.173 3.076
N -1.590 5.273 4.275
N -0.206 6.421 2.874
H -2.057 6.121 4.544
H -1.889 4.398 4.682
H 0.551 6.425 2.210
H -0.646 7.291 3.117
C 1.046 -6.515 -2.613
O 1.618 -7.543 -2.937
N 0.019 -6.497 -1.728
N 1.389 -5.302 -3.110
H -0.464 -5.663 -1.449
H -0.265 -7.381 -1.336
H 2.149 -5.276 -3.772
H 0.932 -4.444 -2.858
C -1.854 4.953 -5.400
O -2.346 3.940 -5.877
N -2.602 6.007 -4.994
N -0.518 5.109 -5.236
H -2.217 6.847 -4.601
H -3.601 5.929 -5.100
H 0.072 4.346 -5.527
H -0.095 5.932 -4.847
C 5.496 -7.601 -3.363
O 5.107 -7.716 -4.515
N 4.660 -7.662 -2.298
N 6.801 -7.403 -3.049
H 4.962 -7.570 -1.345
H 3.679 -7.808 -2.490
H 7.455 -7.353 -3.813
H 7.142 -7.307 -2.109
C 4.716 -1.502 0.530
O 5.019 -1.741 -0.627
N 5.585 -1.651 1.559
N 3.482 -1.066 0.888
H 5.355 -1.460 2.518
H 6.512 -1.974 1.334
H 2.807 -0.943 0.148
H 3.212 -0.863 1.834
C -0.483 3.018 7.023
O -1.536 3.278 6.455
N -0.305 1.891 7.751
N 0.595 3.835 6.970
H 0.550 1.660 8.224
H -1.086 1.257 7.814
H 0.502 4.685 6.436
H 1.467 3.640 7.428
*
```

Calculated values
- Kohn-Sham gap: 7.106 eV
- HOMO: -10.428 eV
- E_tot: -144164.43082 eV
- E_LUMO: -3.321 eV

***

The following is a DFT calculation (ωB97M-V with the def2-TZVPD basis set) of a cluster of 8 separate species, C26H52Cl6O5 in total.

The geometry in ORCA input format:
```
! wB97M-V def2-TZVPD RIJCOSX def2/J DEFGRID3
* xyz 0 1
Cl 4.714 1.740 1.211
C 4.592 0.474 -0.052
C 5.436 -0.761 0.308
Cl 4.755 -1.591 1.768
H 4.894 0.980 -0.961
H 3.537 0.242 -0.224
H 6.490 -0.483 0.512
H 5.231 -1.470 -0.428
Cl 0.528 -5.012 1.948
C -0.258 -3.458 2.532
C -1.613 -3.905 3.102
Cl -2.548 -2.443 3.505
H -0.223 -2.785 1.646
H 0.259 -3.077 3.391
H -1.497 -4.561 3.981
H -2.255 -4.390 2.332
Cl 0.952 -1.289 -0.217
C 0.543 0.191 0.745
C 0.050 1.306 -0.181
Cl 1.479 2.063 -0.957
H 1.419 0.427 1.351
H -0.304 -0.075 1.393
H -0.591 2.096 0.315
H -0.507 0.872 -0.973
C 1.964 1.826 -4.725
C 2.656 1.809 -6.030
C 3.915 1.129 -5.619
O 3.657 0.227 -4.568
C 2.290 0.466 -4.144
H 0.874 1.989 -4.768
H 2.289 2.661 -4.086
H 2.830 2.867 -6.411
H 2.082 1.287 -6.857
H 4.628 1.911 -5.234
H 4.412 0.619 -6.418
H 2.260 0.447 -3.049
H 1.631 -0.290 -4.559
C -5.164 0.338 -0.535
C -4.659 1.786 -0.464
C -3.646 1.770 -1.583
O -3.052 0.435 -1.514
C -3.824 -0.465 -0.707
H -5.715 0.158 -1.455
H -5.670 0.042 0.374
H -4.107 1.936 0.472
H -5.516 2.510 -0.475
H -2.909 2.517 -1.414
H -4.159 1.793 -2.631
H -3.287 -0.558 0.254
H -3.867 -1.435 -1.172
C 2.288 -2.242 5.385
C 3.401 -1.184 5.447
C 2.894 0.000 4.533
O 1.488 -0.334 4.159
C 1.056 -1.325 5.084
H 2.172 -2.776 6.313
H 2.321 -2.890 4.588
H 4.313 -1.621 5.040
H 3.664 -0.767 6.406
H 3.476 0.115 3.632
H 2.934 0.848 5.217
H 0.167 -1.818 4.679
H 0.863 -0.753 5.968
C -1.456 1.552 5.022
C -2.788 1.191 4.376
C -2.332 0.945 3.006
O -1.338 1.972 2.715
C -0.784 2.406 3.986
H -0.867 0.660 5.179
H -1.729 1.972 5.941
H -3.446 2.037 4.325
H -3.213 0.285 4.716
H -3.198 1.063 2.322
H -1.924 -0.049 2.868
H -0.986 3.515 4.034
H 0.259 2.284 3.940
C -1.421 -1.396 -5.793
C -1.953 -1.252 -4.370
C -1.493 0.157 -4.138
O -1.819 0.877 -5.362
C -1.972 -0.143 -6.380
H -1.720 -2.261 -6.350
H -0.360 -1.349 -5.857
H -1.500 -1.982 -3.692
H -3.027 -1.424 -4.324
H -0.418 0.244 -4.060
H -1.915 0.668 -3.285
H -1.604 0.289 -7.314
H -3.028 -0.376 -6.686
*
```

Calculated values
- Kohn-Sham gap: 9.615 eV
- HOMO: -9.095 eV
- E_tot: -113174.21835 eV
- E_LUMO: 0.519 eV
- SMILES string: C1CCOC1.C1CCOC1.C1CCOC1.C1CCOC1.C1CCOC1.ClCCCl.ClCCCl.ClCCCl

***

The following is a DFT calculation (ωB97M-V with the def2-TZVPD basis set) of a structure of composition C12H27Li5NO8.

The geometry in ORCA input format:
```
! wB97M-V def2-TZVPD RIJCOSX def2/J DEFGRID3
* xyz -1 1
Li -0.202 -1.741 -0.356
Li -0.995 -1.099 -2.824
Li 1.814 -2.097 1.460
Li -0.262 1.019 0.157
Li 0.864 -4.087 -1.214
O 0.097 -0.436 1.500
C -0.646 -1.168 2.451
C 0.069 -2.169 3.423
O 0.818 -3.192 2.860
H -1.504 -1.631 1.927
H -1.167 -0.497 3.175
H -0.684 -2.638 4.088
H 0.726 -1.592 4.114
O 0.326 -0.058 -1.659
C 1.682 -0.333 -1.992
C 2.501 -1.400 -1.217
O 1.751 -2.366 -0.506
H 2.227 0.624 -1.901
H 1.745 -0.520 -3.077
H 3.174 -0.952 -0.456
H 3.258 -1.952 -1.800
O -1.082 -2.880 -1.870
C -2.059 -3.678 -1.217
C -1.500 -5.021 -0.694
O -0.390 -5.061 0.154
H -2.857 -3.858 -1.959
H -2.534 -3.095 -0.405
H -1.360 -5.658 -1.603
H -2.297 -5.636 -0.226
C 3.659 3.705 -1.439
O 3.402 3.752 -0.044
C 2.295 2.942 0.327
C 0.987 3.728 0.165
N -0.124 2.937 0.700
C -1.428 3.308 0.109
C -2.543 2.293 0.395
O -2.295 0.996 -0.126
C -3.283 0.037 0.234
H 2.764 4.015 -1.980
H 3.888 2.687 -1.769
H 4.530 4.305 -1.679
H 2.433 2.849 1.409
H 2.248 1.964 -0.157
H 0.827 3.972 -0.885
H 1.112 4.665 0.718
H -0.227 3.051 1.701
H -1.318 3.495 -0.959
H -1.810 4.236 0.558
H -3.483 2.624 -0.063
H -2.618 2.228 1.490
H -4.226 0.291 -0.261
H -3.378 0.026 1.322
H -2.927 -0.935 -0.098
*
```

Calculated values
- Kohn-Sham gap: 4.149 eV
- HOMO: -2.618 eV
- E_tot: -31780.81204 eV
- E_LUMO: 1.532 eV

***

The following is a DFT calculation (ωB97M-V with the def2-TZVPD basis set) of a cluster of 15 separate species, C13H57N19O15 in total.

The geometry in ORCA input format:
```
! wB97M-V def2-TZVPD RIJCOSX def2/J DEFGRID3
* xyz 0 1
C -17.443 1.180 -11.097
C -18.648 1.487 -10.139
C -18.586 0.718 -8.800
O -19.861 0.971 -8.226
C -20.081 0.604 -6.901
N -18.551 2.950 -9.999
H -16.511 1.571 -10.687
H -17.590 1.712 -12.037
H -17.221 0.114 -11.145
H -19.494 1.174 -10.752
H -17.884 1.015 -8.021
H -18.413 -0.334 -9.025
H -19.337 0.874 -6.151
H -20.272 -0.452 -6.712
H -20.958 1.183 -6.610
H -19.486 3.198 -9.710
H -18.491 3.431 -10.886
O -16.674 -4.208 -11.587
H -15.794 -4.226 -11.965
H -16.957 -5.122 -11.596
O -14.647 4.452 -8.551
H -15.508 4.235 -8.908
H -14.677 4.141 -7.646
O -24.198 -1.292 -12.554
H -23.966 -0.875 -11.724
H -24.911 -1.891 -12.331
O -23.751 4.917 -7.920
H -23.511 5.470 -8.664
H -23.070 5.084 -7.268
O -14.343 3.193 -4.755
H -13.497 3.535 -4.467
H -14.266 2.245 -4.655
C -18.728 8.730 -11.988
O -19.285 8.950 -13.003
N -19.150 8.967 -10.831
N -17.526 8.215 -11.892
H -18.482 8.829 -10.086
H -20.112 9.235 -10.680
H -16.992 8.253 -11.036
H -17.098 8.265 -12.806
C -17.594 3.041 -18.627
O -17.966 4.029 -19.238
N -16.370 2.665 -18.409
N -18.351 2.355 -17.874
H -16.261 1.677 -18.228
H -15.729 3.319 -18.833
H -19.316 2.651 -17.831
H -17.984 1.533 -17.415
C -21.420 -6.136 -8.125
O -20.495 -6.849 -7.832
N -21.408 -4.905 -8.279
N -22.590 -6.679 -8.264
H -22.259 -4.476 -8.614
H -20.517 -4.477 -8.486
H -23.469 -6.264 -8.540
H -22.524 -7.544 -7.748
C -18.621 6.139 -4.978
O -19.688 6.522 -5.331
N -18.076 5.091 -5.417
N -17.840 6.583 -4.077
H -17.208 4.690 -5.090
H -18.525 4.544 -6.138
H -18.063 7.458 -3.624
H -16.965 6.154 -3.810
C -10.689 0.207 -8.400
O -9.837 0.443 -9.200
N -11.917 -0.046 -8.662
N -10.519 0.237 -7.118
H -12.614 -0.216 -7.951
H -12.104 -0.193 -9.643
H -11.250 -0.213 -6.585
H -9.639 0.458 -6.673
C -11.519 5.685 -12.333
O -11.542 6.329 -13.329
N -11.315 4.346 -12.239
N -11.873 6.248 -11.125
H -11.405 3.777 -11.410
H -11.250 3.951 -13.167
H -12.247 5.630 -10.420
H -12.031 7.245 -11.087
C -19.694 -3.075 -15.726
O -20.394 -2.784 -16.631
N -18.477 -3.596 -15.998
N -19.959 -2.850 -14.491
H -17.894 -3.869 -15.220
H -18.167 -3.877 -16.918
H -20.906 -2.519 -14.375
H -19.389 -3.197 -13.733
C -15.484 -3.260 -5.922
O -15.138 -2.164 -5.794
N -15.539 -3.968 -7.095
N -15.745 -3.948 -4.864
H -15.598 -3.399 -7.928
H -16.059 -4.823 -6.955
H -15.356 -3.503 -4.045
H -15.844 -4.946 -4.985
C -26.631 -2.572 -7.583
O -26.017 -3.300 -8.293
N -26.366 -1.350 -7.279
N -27.677 -2.897 -6.949
H -26.967 -0.727 -6.758
H -25.556 -0.867 -7.640
H -28.334 -2.261 -6.520
H -27.955 -3.841 -7.177
*
```

Calculated values
- Kohn-Sham gap: 9.018 eV
- HOMO: -9.453 eV
- E_tot: -73431.12138 eV
- E_LUMO: -0.435 eV

***

The following is a DFT calculation (ωB97M-V with the def2-TZVPD basis set) of a structure of composition C51H55CoN3O4SSe.

The geometry in ORCA input format:
```
! wB97M-V def2-TZVPD RIJCOSX def2/J DEFGRID3
* xyz 1 5
Co 0.143 -0.492 0.000
O 0.623 -1.030 -1.688
C 0.070 -0.592 -2.872
C -1.449 -0.285 -2.705
C -1.861 0.907 -1.902
C -2.861 1.725 -2.424
C -3.354 2.764 -1.661
C -2.775 2.996 -0.429
C -1.750 2.174 0.025
C -1.070 2.569 1.304
C -0.962 1.456 2.357
O 1.002 0.891 1.126
C -2.340 0.860 2.563
C -2.777 -0.246 1.848
C -4.060 -0.737 2.019
C -4.927 -0.119 2.902
C -4.506 0.996 3.610
C -3.225 1.485 3.437
C -0.357 1.930 3.664
C -0.493 1.107 4.777
C 0.020 1.489 6.000
C 0.701 2.690 6.122
C 0.872 3.495 5.011
C 0.354 3.118 3.785
N -1.338 1.114 -0.689
C 0.078 -1.738 -3.908
C 0.650 -1.596 -5.163
C 0.622 -2.639 -6.075
C 0.007 -3.834 -5.753
C -0.601 -3.974 -4.518
C -0.563 -2.935 -3.606
C 0.919 0.576 -3.362
C 0.416 1.737 -3.924
C 1.286 2.712 -4.390
C 2.655 2.541 -4.293
C 3.160 1.395 -3.705
C 2.298 0.422 -3.244
H -1.856 -1.164 -2.196
H -1.896 -0.230 -3.699
H -3.262 1.529 -3.405
H -4.162 3.384 -2.017
H -3.111 3.815 0.185
H -1.623 3.400 1.746
H -0.064 2.908 1.039
H -2.110 -0.741 1.154
H -4.372 -1.610 1.464
H -5.924 -0.508 3.040
H -5.178 1.479 4.304
H -2.905 2.355 3.992
H -1.014 0.166 4.672
H -0.115 0.849 6.858
H 1.101 2.992 7.077
H 1.419 4.422 5.092
H 0.504 3.762 2.934
H 1.107 -0.661 -5.442
H 1.076 -2.510 -7.046
H -0.010 -4.649 -6.460
H -1.115 -4.892 -4.269
H -1.062 -3.043 -2.655
H -0.647 1.895 -4.012
H 0.888 3.611 -4.834
H 3.325 3.301 -4.667
H 4.225 1.255 -3.613
H 2.678 -0.479 -2.787
C 1.173 -3.902 -0.965
S -0.100 -3.736 0.356
C -1.255 -4.998 -0.312
O -0.799 -2.439 0.098
H 1.960 -4.563 -0.616
H 1.552 -2.900 -1.154
H 0.749 -4.282 -1.888
H -0.714 -5.922 -0.478
H -1.680 -4.643 -1.244
H -2.047 -5.156 0.412
O 0.080 -0.734 2.298
C 0.088 0.446 1.887
C 6.366 -1.594 2.326
C 6.328 -1.059 0.899
C 6.369 -2.159 -0.168
C 4.993 -2.701 -0.569
N 4.328 -3.436 0.477
C 3.347 -2.951 1.276
Se 2.665 -1.210 1.223
N 2.907 -3.947 2.079
C 1.827 -3.856 3.030
C 2.315 -3.759 4.478
C 1.162 -3.994 5.454
C 0.065 -2.942 5.326
C 3.624 -5.091 1.802
C 3.544 -6.377 2.316
C 4.405 -7.320 1.787
C 5.315 -6.997 0.783
C 5.399 -5.719 0.261
C 4.537 -4.765 0.782
H 6.437 -0.766 3.027
H 7.234 -2.237 2.466
H 5.468 -2.160 2.566
H 7.194 -0.410 0.757
H 5.430 -0.450 0.758
H 6.997 -2.981 0.181
H 6.822 -1.758 -1.077
H 5.105 -3.373 -1.425
H 4.340 -1.870 -0.852
H 1.210 -4.753 2.918
H 1.228 -2.975 2.789
H 2.745 -2.771 4.650
H 3.095 -4.505 4.651
H 1.560 -3.975 6.471
H 0.740 -4.988 5.284
H 0.496 -1.945 5.361
H -0.645 -3.040 6.144
H -0.478 -3.044 4.390
H 2.841 -6.636 3.090
H 4.371 -8.331 2.161
H 5.971 -7.764 0.403
H 6.101 -5.485 -0.524
*
```

Calculated values
- Kohn-Sham gap (alpha / beta): 8.095 / 5.210 eV
- HOMO (alpha / beta): -10.520 / -10.514 eV
- E_tot: -180244.26592 eV
- E_LUMO (alpha / beta): -2.425 / -5.305 eV

***

The following is a DFT calculation (ωB97M-V with the def2-TZVPD basis set) of a cluster of 2 separate species, C5H10Cl3N2OP in total.

The geometry in ORCA input format:
```
! wB97M-V def2-TZVPD RIJCOSX def2/J DEFGRID3
* xyz 0 1
C 1.496 -0.470 -0.204
C 1.187 0.908 -0.853
C 1.314 -1.452 2.037
C -0.824 2.289 -0.992
C -2.269 -1.393 -0.652
N 0.922 -0.384 1.132
N 0.025 1.429 -0.154
O -1.305 0.831 2.157
P -0.518 0.390 0.998
Cl -2.145 -0.828 -2.293
Cl -3.933 -1.246 -0.118
Cl -1.710 -3.062 -0.739
H 0.914 -1.186 -0.733
H 2.545 -0.626 -0.246
H 2.062 1.532 -0.705
H 0.950 0.917 -2.010
H 1.042 -2.560 1.807
H 2.404 -1.450 2.149
H 0.882 -1.072 3.058
H -1.825 2.259 -0.532
H -0.477 3.306 -0.995
H -0.739 1.868 -2.113
*
```

Calculated values
- Kohn-Sham gap (alpha / beta): 7.048 / 7.059 eV
- HOMO (alpha / beta): -7.893 / -7.901 eV
- E_tot: -57228.80782 eV
- Energy relative to the best compared isomer or geometry (same formula, charge and spin): 19.66 kcal per mole
- E_LUMO (alpha / beta): -0.845 / -0.842 eV

***

- Number 2 is which compound?
  C2H7ClSi